{"formula": "C13H14O5S2", "method": "ωB97M-V/def2-TZVPD", "symbols": ["C", "C", "O", "C", "C", "S", "O", "O", "C", "C", "C", "C", "C", "C", "C", "C", "S", "O", "O", "C", "H", "H", "H", "H", "H", "H", "H", "H", "H", "H", "H", "H", "H", "H"], "positions_angstrom": [[1.35, 1.25, 1.75], [1.38, -0.05, 1.02], [2.09, -0.34, 0.08], [0.40, -0.96, 1.44], [-0.96, -0.89, 1.47], [-2.04, 0.31, 0.68], [-2.24, 1.49, 1.53], [-3.36, -0.35, 0.53], [-1.18, 0.81, -0.90], [-0.67, 2.12, -1.05], [0.08, 2.48, -2.31], [0.22, 1.42, -3.25], [1.25, 1.55, -4.38], [-0.24, 0.16, -3.01], [-0.96, -0.15, -1.86], [-1.54, -1.99, 2.30], [-0.25, -2.74, 3.25], [0.06, -2.17, 4.55], [-0.29, -4.21, 3.27], [1.03, -2.18, 2.11], [2.38, 1.58, 1.97], [0.97, 1.18, 2.77], [0.84, 2.01, 1.13], [-0.74, 2.83, -0.21], [0.51, 3.42, -2.40], [1.44, 2.59, -4.64], [2.26, 1.13, -4.18], [0.81, 1.04, -5.29], [0.02, -0.73, -3.66], [-1.20, -1.19, -1.68], [-2.33, -1.55, 3.02], [-2.06, -2.69, 1.61], [1.13, -3.08, 1.44], [1.86, -2.08, 2.91]], "nbo_charge": [-0.7334, 0.5403, -0.4984, -0.0330, -0.2647, 2.0882, -0.9166, -0.9042, -0.3100, -0.1669, -0.1902, -0.0163, -0.6370, -0.1489, -0.1919, -0.7294, 2.1473, -0.9151, -0.9164, -0.7015, 0.2497, 0.2448, 0.2636, 0.2460, 0.2225, 0.2178, 0.2353, 0.2211, 0.2210, 0.2289, 0.2919, 0.2864, 0.2835, 0.2860], "relative_energy_kj_mol": 35.5, "orbital_gap_ev": 9.48, "lumo_ev": -0.68, "smiles": "CC(=O)C1=C(S(=O)(=O)c2ccc(C)cc2)CS(=O)(=O)C1", "multiplicity": 1}

{"formula": "C11H14BF3MnN6", "method": "ωB97M-V/def2-TZVPD", "symbols": ["H", "N", "B", "N", "C", "Mn", "H", "C", "H", "C", "H", "C", "H", "H", "H", "N", "N", "N", "N", "C", "C", "H", "H", "C", "C", "C", "C", "H", "H", "H", "H", "H", "F", "C", "F", "F"], "positions_angstrom": [[0.37, -0.72, 3.66], [-0.45, -0.79, 1.69], [-1.37, -1.61, -0.55], [-1.23, -1.74, 1.01], [-1.57, -2.72, 1.86], [0.25, 0.70, 0.83], [-2.15, -3.56, 1.50], [-0.98, -2.45, 3.10], [-1.03, -3.06, 4.00], [-0.26, -1.26, 2.96], [-1.95, -2.52, -1.05], [3.34, 2.80, -0.74], [3.48, 3.90, -0.58], [2.28, 2.47, -0.55], [3.64, 2.55, -1.77], [0.13, -1.53, -1.04], [-1.93, -0.22, -0.92], [1.10, -0.59, -0.63], [-1.25, 0.90, -0.42], [0.65, -2.33, -1.97], [-2.94, 0.18, -1.71], [-0.02, -3.06, -2.39], [-3.54, -0.56, -2.21], [1.98, -1.99, -2.16], [-2.94, 1.58, -1.74], [2.24, -0.90, -1.31], [-1.87, 1.99, -0.94], [2.66, -2.48, -2.84], [-3.61, 2.23, -2.28], [3.18, -0.36, -1.20], [-1.57, 2.99, -0.67], [4.07, 2.30, -0.11], [-0.81, 2.33, 2.87], [0.28, 2.16, 2.05], [0.43, 3.35, 1.35], [1.38, 2.00, 2.88]], "lowdin_spin": [0.0033, 0.0668, 0.0029, 0.0182, 0.0259, 4.4365, 0.0023, 0.0079, 0.0005, 0.0386, 0.0000, 0.0105, 0.0003, 0.0128, 0.0003, 0.0070, 0.0120, 0.0374, 0.0618, 0.0095, 0.0179, 0.0008, 0.0017, 0.0032, 0.0051, 0.0159, 0.0270, 0.0003, 0.0004, 0.0008, 0.0020, 0.0000, 0.0139, 0.0714, 0.0402, 0.0447], "orbital_gap_ev": [8.14, 9.81], "lumo_ev": [0.59, 0.53], "s_squared": 8.765, "multiplicity": 6}

{"formula": "C38H44CrN5O7S3", "method": "ωB97M-V/def2-TZVPD", "symbols": ["Cr", "S", "C", "N", "C", "C", "N", "C", "C", "C", "C", "C", "C", "C", "C", "S", "C", "C", "C", "C", "C", "C", "C", "H", "H", "H", "H", "H", "H", "H", "H", "H", "H", "H", "H", "H", "H", "H", "H", "H", "H", "O", "C", "O", "C", "C", "C", "N", "C", "C", "C", "O", "O", "H", "H", "H", "C", "N", "C", "C", "O", "N", "C", "C", "H", "H", "H", "H", "H", "H", "H", "H", "H", "H", "H", "H", "C", "S", "O", "C", "C", "C", "C", "C", "C", "H", "H", "H", "H", "H", "H", "H", "H", "C", "O", "H", "H", "H"], "positions_angstrom": [[-0.86, 0.27, 0.60], [1.51, 0.75, 1.28], [1.25, 1.47, 2.82], [2.24, 1.41, 3.77], [2.00, 1.98, 5.07], [1.26, 3.29, 4.88], [0.00, 2.99, 4.23], [-1.08, 3.94, 4.44], [-0.76, 5.34, 3.96], [-0.43, 5.58, 2.63], [-0.13, 6.86, 2.20], [-0.16, 7.92, 3.10], [-0.50, 7.69, 4.42], [-0.80, 6.41, 4.85], [0.08, 2.19, 3.10], [-1.32, 2.05, 2.11], [3.50, 0.70, 3.57], [4.66, 1.67, 3.61], [4.82, 2.57, 2.57], [5.84, 3.52, 2.61], [6.69, 3.57, 3.71], [6.53, 2.67, 4.75], [5.52, 1.72, 4.70], [2.95, 2.14, 5.57], [1.37, 1.31, 5.67], [1.87, 3.98, 4.29], [1.05, 3.76, 5.85], [-1.31, 3.96, 5.51], [-1.95, 3.55, 3.90], [-0.43, 4.75, 1.93], [0.12, 7.03, 1.16], [0.07, 8.92, 2.76], [-0.54, 8.52, 5.12], [-1.07, 6.23, 5.88], [3.43, 0.23, 2.59], [3.61, -0.07, 4.34], [4.14, 2.52, 1.72], [5.96, 4.22, 1.80], [7.48, 4.31, 3.75], [7.19, 2.71, 5.61], [5.40, 1.02, 5.52], [-3.11, 4.20, -4.61], [-1.92, 4.14, -4.27], [-0.90, 4.66, -4.76], [-1.64, 3.25, -3.02], [-0.35, 3.11, -2.52], [-0.11, 2.29, -1.44], [-1.08, 1.57, -0.86], [-2.33, 1.71, -1.33], [-2.65, 2.54, -2.39], [-3.35, 0.88, -0.57], [-4.51, 0.82, -0.95], [-2.85, 0.26, 0.45], [0.46, 3.66, -3.00], [0.88, 2.18, -1.02], [-3.68, 2.65, -2.71], [1.48, -2.84, 0.07], [2.11, -2.55, -1.21], [2.32, -3.69, -2.08], [2.01, -1.27, -1.72], [1.18, -0.45, -1.36], [2.90, -0.98, -2.74], [4.28, -1.44, -2.72], [2.73, 0.29, -3.43], [2.16, -3.44, 0.67], [0.54, -3.38, -0.06], [1.27, -1.92, 0.59], [1.42, -4.32, -2.09], [3.16, -4.30, -1.74], [2.50, -3.36, -3.10], [4.40, -2.26, -2.01], [4.94, -0.62, -2.40], [4.59, -1.77, -3.71], [1.69, 0.60, -3.35], [3.00, 0.17, -4.48], [3.36, 1.07, -2.99], [-2.92, -1.14, -3.22], [-1.23, -1.15, -2.52], [-1.37, -1.36, -1.06], [-0.96, -2.84, -3.16], [-1.31, -3.91, -2.36], [-1.25, -5.19, -2.86], [-0.84, -5.40, -4.17], [-0.45, -4.33, -4.96], [-0.51, -3.04, -4.46], [-3.52, -1.91, -2.74], [-2.84, -1.31, -4.30], [-3.39, -0.17, -3.05], [-1.66, -3.70, -1.35], [-1.54, -6.03, -2.25], [-0.84, -6.40, -4.59], [-0.13, -4.49, -5.98], [-0.24, -2.19, -5.07], [-1.72, -1.75, 2.56], [-0.69, -1.08, 1.90], [-1.84, -1.35, 3.58], [-1.49, -2.82, 2.65], [-2.68, -1.63, 2.04]], "lowdin_spin": [2.9245, 0.1166, 0.1942, 0.1176, 0.0076, 0.0096, 0.1133, 0.0075, 0.0062, 0.0011, 0.0001, 0.0002, 0.0002, 0.0009, 0.2071, 0.0928, 0.0110, 0.0053, 0.0008, 0.0002, 0.0006, 0.0003, 0.0011, 0.0003, 0.0026, 0.0024, 0.0002, 0.0025, -0.0015, 0.0022, 0.0000, 0.0000, 0.0001, 0.0002, 0.0000, 0.0044, 0.0007, 0.0000, 0.0000, 0.0000, 0.0003, 0.0011, 0.0011, 0.0010, 0.0115, -0.0020, 0.0150, 0.0005, 0.0106, -0.0022, 0.0049, 0.0070, 0.0073, -0.0003, 0.0036, -0.0003, 0.0022, 0.0002, 0.0001, 0.0010, 0.0142, 0.0002, 0.0001, 0.0000, 0.0000, 0.0001, 0.0034, 0.0000, 0.0000, 0.0000, 0.0000, 0.0000, 0.0000, 0.0000, 0.0000, 0.0000, -0.0002, 0.0015, 0.0058, 0.0007, 0.0001, 0.0000, 0.0000, 0.0000, 0.0001, 0.0000, 0.0000, -0.0001, 0.0000, 0.0000, 0.0000, 0.0000, 0.0000, 0.0096, 0.0665, 0.0029, -0.0008, 0.0000], "orbital_gap_ev": [6.25, 6.94], "lumo_ev": [2.07, 1.64], "s_squared": 6.041, "multiplicity": 5, "total_charge": -1}

{"formula": "CH2NO3S", "method": "ωB97M-V/def2-TZVPD", "symbols": ["C", "N", "O", "O", "O", "S", "H", "H"], "positions_angstrom": [[-0.51, -0.26, 0.66], [0.21, -0.35, -0.40], [0.01, -1.60, -1.11], [0.75, 0.61, -1.06], [-0.38, 1.84, 1.23], [-0.88, -1.01, 2.00], [0.38, 2.00, 0.62], [0.43, -1.22, -1.93]], "nbo_charge": [0.2081, 0.1490, -0.5731, -0.6172, -0.9757, -0.1047, 0.4384, 0.4753], "relative_energy_kj_mol": 602.5, "orbital_gap_ev": 7.25, "lumo_ev": 3.65, "multiplicity": 1, "total_charge": -1}

{"formula": "C5H11P", "method": "ωB97M-V/def2-TZVPD", "symbols": ["H", "P", "C", "C", "C", "C", "C", "H", "H", "H", "H", "H", "H", "H", "H", "H", "H"], "positions_angstrom": [[-2.58, 0.40, 2.12], [-1.18, 0.04, 2.61], [-0.25, -0.12, 1.19], [1.18, -0.40, 1.53], [-0.70, 0.00, -0.27], [-0.18, 1.35, -0.77], [-0.28, -1.21, -1.02], [1.87, 0.55, 1.51], [1.31, -0.93, 2.41], [1.67, -1.09, 0.80], [-1.77, -0.04, -0.24], [0.86, 1.32, -0.72], [-0.51, 1.51, -1.79], [-0.29, 2.21, -0.01], [0.85, -0.95, -1.20], [-0.34, -2.07, -0.43], [-0.81, -1.45, -1.96]], "nbo_charge": [-0.0551, 0.3723, -0.2840, -0.6991, -0.2935, -0.6039, -0.5945, 0.2255, 0.2316, 0.2177, 0.2098, 0.2002, 0.2185, 0.2255, 0.1932, 0.2145, 0.2213], "relative_energy_kj_mol": 116.9, "orbital_gap_ev": 9.34, "lumo_ev": 0.48, "smiles": "[H]/P=C(/C)C(C)C", "multiplicity": 1}